No. 1
C19H23MnN8 as an isolated structure, computed with ωB97M-V with the def2-TZVPD basis set.

The calculated total energy comes out at -63310.903 eV. Its expectation value of S² is 0.78. For the HOMO energy (alpha / beta), the calculation gives -10.51 / -10.53 eV.

The geometry in ORCA input format:
```
! RIJCOSX wB97M-V def2-TZVPD def2/J DEFGRID3
* xyz 1 2
Mn -0.463 0.087 -0.527
N -1.598 -4.427 2.556
N -2.422 0.528 0.037
N 0.285 0.234 -2.376
N -1.074 -1.811 -0.805
N 1.264 -5.517 -0.847
N -0.356 2.216 -0.751
N 1.458 -0.603 -0.328
N -0.286 -0.270 1.578
C 1.882 -1.154 -1.472
C 2.444 -2.339 0.953
C -0.839 -2.871 -0.376
C 1.579 -0.179 3.246
C 0.050 2.541 -2.155
C -0.597 -4.092 0.207
C 1.351 -0.423 -2.649
C 1.701 -1.186 0.849
C 2.679 -2.294 -1.448
C 0.900 -0.533 1.966
C 2.093 -0.387 -3.947
C -0.206 1.376 -3.120
C -1.661 2.803 -0.341
C -1.256 0.532 2.301
C 2.961 -2.886 -0.224
C 0.408 -4.918 -0.357
C -1.137 -4.312 1.506
C -2.582 0.457 1.526
C -2.791 1.817 -0.572
H -1.427 0.172 3.319
H 3.023 -2.758 -2.361
H 3.532 -3.802 -0.195
H -2.989 -0.210 -0.366
H -3.048 -0.501 1.753
H 1.480 0.895 3.423
H -1.599 3.029 0.725
H -1.855 3.744 -0.859
H 1.128 2.709 -2.136
H 0.346 2.642 -0.157
H 2.596 -2.825 1.908
H 1.429 -0.212 -4.789
H -3.261 1.241 1.868
H 2.615 -1.329 -4.107
H 2.849 0.402 -3.926
H 1.121 -0.684 4.100
H 0.307 1.566 -4.063
H -3.725 2.217 -0.166
H -0.888 1.560 2.377
H 2.633 -0.439 3.205
H -2.938 1.646 -1.639
H -1.268 1.238 -3.321
H -0.424 3.462 -2.500
*
```

natural (NBO) atomic charge list, values in e, 5 entries:
1 Mn 0.88
2 N -0.34
3 N -0.61
4 N -0.42
5 N -0.57

No. 2
A 2-piece molecular cluster, C19H23N2 overall, computed with ωB97M-V with the def2-TZVPD basis set.

The calculated total energy comes out at -23050.378 eV. The energy relative to the best compared isomer or geometry (same formula, charge and spin) comes out at 0.070 eV. For the HOMO energy, the calculation gives -10.54 eV.

The geometry in ORCA input format:
```
! RIJCOSX wB97M-V def2-TZVPD def2/J DEFGRID3
* xyz 1 1
N 3.001 -0.038 1.241
N -2.404 0.019 -0.418
C 2.490 1.551 3.012
C -2.474 -1.404 -0.605
C 2.236 0.991 1.749
C 0.424 2.620 1.457
C -3.908 -1.934 -0.761
C 3.603 -1.594 -0.502
C 1.705 -0.068 -0.827
C 2.778 -0.572 -0.013
C 3.405 -2.123 -1.775
C 2.382 -1.616 -2.596
C 0.690 3.145 2.712
C -4.696 0.399 -1.326
C 1.556 -0.599 -2.139
C 0.874 0.922 -0.290
C -4.766 -1.083 -1.702
C 4.118 -0.600 2.007
C 1.155 1.513 0.950
C 1.722 2.604 3.498
C -3.255 0.907 -1.163
H -1.504 0.383 -0.144
H 0.775 -0.177 -2.782
H -4.374 -1.940 0.230
H 1.940 3.005 4.485
H -5.223 0.548 -0.377
H 4.421 -1.976 0.107
H 3.300 1.186 3.642
H -5.806 -1.424 -1.651
H 4.054 -2.923 -2.126
H -2.005 -1.875 0.274
H -4.427 -1.218 -2.734
H 4.209 -0.109 2.975
H 0.060 1.316 -0.896
H -2.847 1.109 -2.175
H 2.251 -2.023 -3.598
H -5.215 1.009 -2.075
H 3.947 -1.671 2.179
H -3.267 1.878 -0.644
H -0.354 3.052 0.823
H 5.065 -0.467 1.465
H -1.873 -1.730 -1.479
H 0.110 3.982 3.095
H -3.875 -2.974 -1.103
*
```

natural (NBO) atomic charge list, values in e, 5 entries:
1 N -0.32
2 N -0.65
3 C -0.27
4 C -0.21
5 C 0.31

No. 3
C19H23N2O4W as an isolated structure, computed with ωB97M-V with the def2-TZVPD basis set.

The calculated total energy comes out at -33068.105 eV. The energy relative to the best compared isomer or geometry (same formula, charge and spin) comes out at 0.068 eV. For the HOMO energy (alpha / beta), the calculation gives -11.06 / -11.05 eV.

The geometry in ORCA input format:
```
! RIJCOSX wB97M-V def2-TZVPD def2/J DEFGRID3
* xyz 1 1
W -2.087 -0.627 -0.933
O -0.692 0.315 0.265
O 1.001 -0.724 -3.608
O -0.737 -0.097 -2.356
O 0.068 -3.974 0.088
N -0.972 -2.289 -1.088
N -2.374 -1.622 1.063
C 1.671 0.769 1.944
C 2.408 2.130 -0.003
C 2.230 2.691 -1.396
C 0.167 -0.994 -2.792
C 0.030 -2.357 -2.150
C 3.568 2.423 0.682
C 5.085 2.261 2.663
C -0.827 -3.175 -0.018
C -4.079 0.312 -0.516
C -4.305 -1.037 -0.996
C -3.444 0.179 -2.725
C 3.801 1.928 1.964
C -1.916 -3.036 1.010
C 0.288 1.029 -0.114
C 2.847 1.108 2.576
C -3.913 -1.085 -2.359
C 1.441 1.295 0.642
C 0.705 -0.147 2.645
C -3.528 1.046 -1.613
H -1.577 -3.402 1.975
H 5.916 1.743 2.177
H -3.321 -1.583 1.421
H 0.585 -1.082 2.092
H 5.294 3.329 2.600
H -4.419 0.725 0.418
H -2.759 -3.643 0.681
H -0.279 0.312 2.747
H -3.285 2.096 -1.621
H 1.078 -0.392 3.637
H 1.366 3.354 -1.463
H -3.024 0.434 -3.683
H 3.108 3.273 -1.667
H 5.067 1.967 3.711
H 0.204 1.478 -1.099
H -4.817 -1.821 -0.463
H 3.042 0.723 3.570
H 4.315 3.051 0.211
H 0.992 -2.680 -1.756
H -0.257 -3.075 -2.920
H -3.982 -1.943 -3.007
H -1.794 -1.092 1.712
H 2.107 1.909 -2.149
*
```

natural (NBO) atomic charge list, values in e, 5 entries:
1 W 1.56
2 O -0.67
3 O -0.56
4 O -0.77
5 O -0.54

No. 4
C19H23N5 in the gas phase, computed with ωB97M-V with the def2-TZVPD basis set.

The calculated total energy comes out at -27511.136 eV. The SMILES is CCCC[C@H](CC)Cn1c(N)c(C#N)c2nc3ccccc3nc21. The energy relative to the best compared isomer or geometry (same formula, charge and spin) comes out at 15.895 eV. For the HOMO energy, the calculation gives -7.95 eV.

The geometry in ORCA input format:
```
! RIJCOSX wB97M-V def2-TZVPD def2/J DEFGRID3
* xyz 0 1
N -0.997 3.855 -0.376
N -0.043 1.514 -0.859
N 1.804 5.383 1.535
N 3.303 1.657 0.318
N 1.505 -0.087 -1.091
C 3.614 0.212 -0.059
C 1.109 0.936 -0.734
C 5.248 -1.320 0.004
C 1.597 4.447 0.917
C -1.168 -2.801 2.530
C -1.586 -0.317 0.612
C 1.106 3.245 0.383
C -0.954 -1.550 0.145
C 4.508 -2.190 -0.739
C -2.356 0.463 -0.290
C 4.943 0.124 0.230
C 3.216 -1.652 -1.189
C 1.992 2.136 -0.235
C -3.457 -0.059 -1.311
C -0.063 2.866 -0.259
C -1.294 1.001 -1.374
C -4.642 -0.428 -0.360
C 2.707 -0.511 -0.901
C -0.190 -2.382 1.269
H 6.353 -1.607 -0.032
H -2.079 -2.198 0.079
H 0.022 -3.303 0.866
H -5.490 -0.619 -0.830
H -0.745 -3.332 3.078
H -5.024 0.509 0.204
H -0.872 0.184 1.145
H -1.861 3.659 -0.873
H -4.258 -1.280 0.422
H -0.965 4.693 -0.121
H 5.542 0.664 1.070
H 2.499 -2.479 -1.673
H -0.350 -1.571 -0.506
H 4.871 -2.929 -1.052
H -0.859 0.209 -2.023
H -1.897 -3.470 2.083
H -2.660 1.475 -0.088
H -1.532 -2.049 3.019
H 0.414 -1.871 1.661
H -3.056 -1.153 -1.818
H -1.805 1.838 -2.131
H -3.786 0.699 -1.913
H -2.363 -0.611 1.266
*
```

natural (NBO) atomic charge list, values in e, 5 entries:
1 N -0.75
2 N -0.40
3 N -0.31
4 N -0.37
5 N -0.47

No. 5
C19H23N5O2Re as an isolated structure, computed with ωB97M-V with the def2-TZVPD basis set.

The calculated total energy comes out at -33700.071 eV. Its expectation value of S² is 3.76. The energy relative to the best compared isomer or geometry (same formula, charge and spin) comes out at 3.982 eV. For the HOMO energy (alpha / beta), the calculation gives -20.75 / -20.74 eV.

The geometry in ORCA input format:
```
! RIJCOSX wB97M-V def2-TZVPD def2/J DEFGRID3
* xyz 4 4
Re 0.286 -0.166 -1.175
O 1.630 1.489 1.255
O -0.490 -2.132 1.274
N -0.816 0.536 2.278
N -1.202 0.767 1.021
N -1.352 4.452 -0.087
N -4.589 -0.695 -0.076
N 3.821 -2.378 0.605
C -0.713 5.425 -0.112
C -2.352 1.479 1.109
C -1.652 1.047 3.195
C 5.253 -3.430 -1.275
C 1.557 -0.112 -2.834
C -3.166 1.978 -0.014
C 4.480 -2.859 -0.222
C -1.394 0.912 4.629
C 0.874 1.139 -2.705
C 0.034 6.675 -0.128
C -0.608 -1.249 -2.680
C -0.130 -1.496 0.367
C 0.800 -1.319 -2.832
C -2.662 1.658 2.470
C -0.526 1.192 -2.490
C -5.298 -1.595 -0.126
C 1.229 0.888 0.339
C -1.270 -0.020 -2.454
C -6.237 -2.698 -0.100
H -0.485 0.341 4.826
H -3.517 2.175 2.853
H 0.828 6.609 -0.882
H -2.332 0.035 -2.324
H 6.182 -3.833 -0.870
H -0.652 7.494 -0.375
H -6.185 -3.153 -1.097
H -5.966 -3.455 0.643
H -1.291 1.895 5.097
H 0.519 6.860 0.847
H 2.627 -0.160 -3.069
H -2.696 1.726 -0.976
H -3.242 3.077 0.083
H 4.671 -4.210 -1.770
H -4.167 1.499 0.040
H -2.229 0.409 5.122
H -7.243 -2.285 0.062
H -1.042 2.126 -2.343
H 5.410 -2.676 -2.043
H 1.421 2.073 -2.789
H -1.218 -2.141 -2.789
H 0.023 0.027 2.554
H 1.306 -2.266 -3.077
*
```

natural (NBO) atomic charge list, values in e, 5 entries:
1 Re 0.56
2 O -0.33
3 O -0.32
4 N -0.31
5 N -0.32

No. 6
C19H23N5O2S3 in the gas phase, computed with ωB97M-V with the def2-TZVPD basis set.

The calculated total energy comes out at -64129.100 eV. The SMILES is CCN(CC)C(=O)CSc1nc2ccc(NC(=O)CSc3nccn3C)cc2s1. The energy relative to the best compared isomer or geometry (same formula, charge and spin) comes out at 0.016 eV. For the HOMO energy, the calculation gives -8.03 eV.

The geometry in ORCA input format:
```
! RIJCOSX wB97M-V def2-TZVPD def2/J DEFGRID3
* xyz 0 1
S -2.317 -2.017 1.146
S -2.349 5.047 3.466
S -1.132 -4.248 -0.500
O -1.711 4.772 -0.124
O 0.907 -6.139 -2.711
N -2.869 3.153 1.003
N 1.976 -4.382 -1.797
N -0.931 2.746 3.200
N -1.115 -1.641 -1.132
N 0.157 4.533 2.472
C -1.728 1.974 -0.815
C -2.632 0.785 1.094
C 0.274 2.364 2.718
C 0.958 3.453 2.255
C -2.400 1.974 0.411
C 3.235 -5.108 -1.838
C -1.500 -0.403 -0.707
C -2.452 4.421 0.769
C -0.977 4.045 3.035
C -2.179 -0.391 0.532
C 2.027 -3.020 -1.312
C 0.421 5.892 2.094
C -2.998 5.419 1.775
C 2.309 -2.018 -2.432
C 0.875 -5.011 -2.257
C -1.460 -2.559 -0.304
C -1.276 0.797 -1.372
C 3.520 -5.806 -0.512
C -0.448 -4.258 -2.199
H -2.696 6.427 1.494
H 2.730 -6.521 -0.298
H 2.823 -2.965 -0.565
H -4.083 5.366 1.849
H -0.756 0.792 -2.316
H 0.565 1.333 2.731
H 1.491 6.086 2.154
H -1.556 2.909 -1.320
H -1.162 -4.803 -2.816
H 3.255 -2.240 -2.919
H 2.354 -1.014 -2.020
H -0.108 6.563 2.773
H 4.035 -4.405 -2.082
H 1.523 -2.048 -3.182
H 3.159 -5.853 -2.632
H -0.381 -3.219 -2.510
H 3.571 -5.089 0.305
H 0.079 6.070 1.071
H -3.134 0.784 2.048
H 1.922 3.546 1.799
H 4.466 -6.337 -0.569
H -3.380 3.000 1.864
H 1.094 -2.756 -0.816
*
```

natural (NBO) atomic charge list, values in e, 5 entries:
1 S 0.38
2 S 0.24
3 S 0.31
4 O -0.61
5 O -0.63

Among the records above, which one has the lowest calculated total energy?
C19H23N5O2S3

Please write out number 2 again, unchanged.
A 2-piece molecular cluster, C19H23N2 overall, computed with ωB97M-V with the def2-TZVPD basis set.

The calculated total energy comes out at -23050.378 eV. The energy relative to the best compared isomer or geometry (same formula, charge and spin) comes out at 0.070 eV. For the HOMO energy, the calculation gives -10.54 eV.

The geometry in ORCA input format:
```
! RIJCOSX wB97M-V def2-TZVPD def2/J DEFGRID3
* xyz 1 1
N 3.001 -0.038 1.241
N -2.404 0.019 -0.418
C 2.490 1.551 3.012
C -2.474 -1.404 -0.605
C 2.236 0.991 1.749
C 0.424 2.620 1.457
C -3.908 -1.934 -0.761
C 3.603 -1.594 -0.502
C 1.705 -0.068 -0.827
C 2.778 -0.572 -0.013
C 3.405 -2.123 -1.775
C 2.382 -1.616 -2.596
C 0.690 3.145 2.712
C -4.696 0.399 -1.326
C 1.556 -0.599 -2.139
C 0.874 0.922 -0.290
C -4.766 -1.083 -1.702
C 4.118 -0.600 2.007
C 1.155 1.513 0.950
C 1.722 2.604 3.498
C -3.255 0.907 -1.163
H -1.504 0.383 -0.144
H 0.775 -0.177 -2.782
H -4.374 -1.940 0.230
H 1.940 3.005 4.485
H -5.223 0.548 -0.377
H 4.421 -1.976 0.107
H 3.300 1.186 3.642
H -5.806 -1.424 -1.651
H 4.054 -2.923 -2.126
H -2.005 -1.875 0.274
H -4.427 -1.218 -2.734
H 4.209 -0.109 2.975
H 0.060 1.316 -0.896
H -2.847 1.109 -2.175
H 2.251 -2.023 -3.598
H -5.215 1.009 -2.075
H 3.947 -1.671 2.179
H -3.267 1.878 -0.644
H -0.354 3.052 0.823
H 5.065 -0.467 1.465
H -1.873 -1.730 -1.479
H 0.110 3.982 3.095
H -3.875 -2.974 -1.103
*
```

natural (NBO) atomic charge list, values in e, 5 entries:
1 N -0.32
2 N -0.65
3 C -0.27
4 C -0.21
5 C 0.31